Entry from OMol25: a 2-piece molecular cluster, C4H8ClN overall at a distorted geometry (wB97M-V/def2-TZVPD).

As for the LUMO energy: 0.77 eV. The value obtained for the largest force on an atom is 0.072 Eh/bohr. The orbital gap is 0.331 Ha. The value obtained for the relative energy (zero: lowest compared OMol25 entry of this formula, charge and spin) is 66.3 kcal/mol. As for the molecular weight: 105.57 u. The calculated total energy is -672.031009 a.u. The HOMO energy is -8.23 eV.

The geometry in XYZ format:
```
14
C4H8ClN (wB97M-V/def2-TZVPD)
C 1.06372 -1.28605 -2.04667
C 0.48195 -0.69079 -1.17622
N 0.38433 -0.04595 0.00528
C -0.29260 -0.66420 1.12410
C 1.00054 1.29453 0.33758
H 0.95128 -1.96743 -2.90179
H -1.11545 0.00446 1.55954
H -0.74712 -1.61395 0.92011
H 0.42767 -0.79977 1.97025
H 1.10083 2.06523 -0.36029
H 0.61093 1.83077 1.23771
H 2.08960 1.07375 0.65117
Cl -3.40120 0.84099 -0.85690
H -2.55447 -0.04160 -0.46386
```

=====

Entry from OMol25: C34H29GdN8Se as an isolated structure at a distorted geometry (wB97M-V/def2-TZVPD).

As for the LUMO energy (alpha / beta): -6.67 / -6.33 eV. Its spin multiplicity is 8. The value obtained for the largest force on an atom is 0.060 Eh/bohr. The orbital gap (alpha / beta) is 0.217 / 0.238 Ha. As for the expectation value of S²: 16.03. The value obtained for the relative energy (zero: lowest compared OMol25 entry of this formula, charge and spin) is 7.0 kcal/mol. As for the molecular weight: 785.87 u. As for the charge: +2. The calculated total energy is -4917.730203 a.u. The HOMO energy (alpha / beta) is -12.58 / -12.80 eV.

The geometry in XYZ format:
```
73
C34H29GdN8Se (wB97M-V/def2-TZVPD)
Gd -0.69706 0.87278 0.54428
N -0.41559 -3.43446 2.05899
C -0.83703 -2.35402 1.39155
N -0.99709 -1.19286 1.87902
C -0.95416 -1.04686 3.25733
N -1.25085 0.08919 3.80782
N -1.36110 1.12334 2.89135
C -1.95913 2.22062 3.23858
C -1.97042 3.35277 2.31413
C -2.70529 4.48623 2.55355
C -2.75875 5.45751 1.54706
C -2.00147 5.21995 0.38739
C -1.35340 4.02495 0.16101
N -1.34657 3.07651 1.09180
C -0.60705 -2.19434 4.07692
C -0.58441 -2.15368 5.45015
C -0.30069 -3.33481 6.15932
C 0.06085 -4.50677 5.53036
C 0.14881 -4.53938 4.12878
C -0.34383 -3.42109 3.46621
H -0.37038 -4.30042 1.50563
H -0.80727 -2.52183 0.34130
H -2.41034 2.27051 4.23815
H -3.30705 4.59074 3.45317
H -3.37436 6.31591 1.75407
H -1.92061 5.99632 -0.40947
H -0.79228 3.80255 -0.79287
H -0.71144 -1.27729 6.06410
H -0.24551 -3.46287 7.25606
H 0.17733 -5.46119 6.06315
H 0.39084 -5.48006 3.74466
C -0.11637 -1.64752 -2.81702
N -1.19140 -1.04417 -3.60957
C -2.29326 -0.38437 -3.21094
Se -2.76028 -0.00783 -1.42508
N -3.05338 -0.05574 -4.26655
C -2.35536 -0.37667 -5.40587
C -2.56242 -0.02556 -6.74117
C -1.57615 -0.42512 -7.62877
C -0.52746 -1.18266 -7.25106
C -0.26436 -1.54037 -5.92428
C -1.22301 -1.08183 -5.03923
H 0.51575 -2.21695 -3.53350
H -0.47949 -2.36601 -2.05209
H 0.50031 -0.85686 -2.25827
H -3.80799 0.61043 -4.13239
H -3.38381 0.59068 -7.08014
H -1.62152 -0.03964 -8.63257
H 0.17524 -1.55596 -7.99905
H 0.59296 -2.10862 -5.73896
C 3.53619 -2.12066 2.56584
C 3.39141 -2.54548 1.27419
C 2.65055 -1.81319 0.40617
C 2.03312 -0.64826 0.79782
C 2.11996 -0.19187 2.13838
C 2.91449 -0.96689 3.00954
N 1.34095 0.10993 -0.19225
C 1.95865 1.30894 -0.72834
C 1.22018 2.01255 -1.72445
C 1.69923 3.21787 -2.15044
C 2.90666 3.66086 -1.72136
C 3.66990 3.03651 -0.77277
C 3.23285 1.82388 -0.22160
H 4.10790 -2.69669 3.31392
H 3.89191 -3.43080 0.85544
H 2.47410 -2.10815 -0.59965
H 1.83744 0.79400 2.38881
H 3.03994 -0.58265 3.97299
H 0.23397 1.57470 -2.01212
H 1.15385 3.72483 -2.97199
H 3.28344 4.54516 -2.15480
H 4.59597 3.52638 -0.44598
H 3.74469 1.26581 0.56564
```

=====

Entry from OMol25: one molecule with the formula C2H6N4OS at a distorted geometry (wB97M-V/def2-TZVPD).

As for the LUMO energy: 0.51 eV. The value obtained for the largest force on an atom is 0.025 Eh/bohr. The orbital gap is 0.351 Ha. The value obtained for the relative energy (zero: lowest compared OMol25 entry of this formula, charge and spin) is 5.8 kcal/mol. As for the molecular weight: 134.16 u. The calculated total energy is -772.289089 a.u. The HOMO energy is -9.04 eV.

The geometry in XYZ format:
```
14
C2H6N4OS (wB97M-V/def2-TZVPD)
H -3.22999 -0.41539 -0.72952
N -2.32767 -0.74999 -1.12017
C -1.36893 0.05859 -0.86438
N -1.39902 1.20526 -0.10021
N -0.11626 -0.26931 -1.40614
S 1.34082 0.29046 -0.81030
C 1.45217 -0.62604 0.75042
N 2.51866 -0.24089 1.50777
O 0.66528 -1.49224 1.02550
H -2.30030 1.56941 0.03419
H -0.72610 1.91623 -0.31267
H -0.10805 -1.20501 -1.75144
H 2.61552 -0.68244 2.42337
H 2.98388 0.64136 1.35359
```

=====

Entry from OMol25: C7H5N2O3S as an isolated structure at a distorted geometry (wB97M-V/def2-TZVPD).

As for the LUMO energy: 3.39 eV. The value obtained for the largest force on an atom is 0.094 Eh/bohr. The orbital gap is 0.296 Ha. The value obtained for the relative energy (zero: lowest compared OMol25 entry of this formula, charge and spin) is 93.3 kcal/mol. As for the molecular weight: 197.20 u. As for the charge: -1. The calculated total energy is -1003.105458 a.u. The HOMO energy is -4.67 eV.

The geometry in XYZ format:
```
18
C7H5N2O3S (wB97M-V/def2-TZVPD)
C 0.81261 2.42077 -1.11104
C 0.77405 2.36750 0.28786
C 0.60692 1.20444 -1.82090
C 0.56358 1.25409 0.97821
C 0.35825 0.01303 -1.05037
C 0.39266 0.02300 0.32226
C -0.11579 -1.15054 1.07018
N 0.64769 -2.15370 1.78402
N 0.07455 -1.38927 2.59336
O -1.58222 -2.19042 -1.24950
O -1.21061 -3.80730 0.57331
O -3.08846 -2.19846 0.75235
S -1.80622 -2.54531 0.14639
H 1.17389 3.29294 -1.68916
H 1.02799 3.36033 0.81529
H 0.52777 1.15239 -3.00169
H 0.62411 1.30715 2.12412
H 0.21924 -0.96064 -1.52471
```

=====

Entry from OMol25: C28H67CsF6MnN5O9 as an isolated structure at a distorted geometry (wB97M-V/def2-TZVPD).

As for the LUMO energy (alpha / beta): -0.43 / -0.56 eV. Its spin multiplicity is 7. The value obtained for the largest force on an atom is 0.102 Eh/bohr. The orbital gap (alpha / beta) is 0.117 / 0.288 Ha. As for the expectation value of S²: 12.00. As for the molecular weight: 919.70 u. The calculated total energy is -3828.031162 a.u. The HOMO energy (alpha / beta) is -3.61 / -8.39 eV.

The geometry in XYZ format:
```
117
C28H67CsF6MnN5O9 (wB97M-V/def2-TZVPD)
Mn 13.10542 -22.35020 -22.74198
Cs 11.35359 -20.22873 -19.35662
C 10.93119 -24.60033 -21.00074
O 10.33656 -25.12083 -22.15756
O 11.78446 -23.56554 -21.47974
C 9.84283 -24.27147 -19.92471
F 9.95233 -22.99726 -19.52606
F 8.57128 -24.38388 -20.24968
F 9.94530 -25.08837 -18.80780
C 9.93872 -26.46976 -22.17120
C 8.73910 -26.51169 -23.19955
H 8.45725 -27.55911 -23.30705
H 7.81870 -25.99895 -22.92015
H 8.90750 -26.17718 -24.22319
H 9.52572 -26.94537 -21.28164
H 10.85607 -26.97783 -22.46858
H 11.55118 -25.44308 -20.69500
C 15.00655 -21.26127 -19.86652
O 14.14693 -21.38333 -18.75862
O 14.29318 -21.38707 -21.10959
C 15.78177 -19.88303 -19.61942
F 15.03836 -18.80242 -19.62181
F 16.40976 -19.78721 -18.44940
F 16.71763 -19.72044 -20.55758
C 14.01442 -22.65277 -18.11069
C 12.80055 -22.62238 -17.18026
H 11.86648 -22.55015 -17.73738
H 12.68277 -23.65605 -16.85508
H 12.79889 -21.90906 -16.35609
H 14.87757 -23.07483 -17.59596
H 13.65365 -23.44658 -18.76478
H 15.71686 -22.08493 -19.93823
C 16.64245 -16.44090 -21.18160
C 16.63549 -15.08883 -21.74787
C 15.25992 -14.64548 -22.44842
O 15.37640 -13.66357 -23.52766
C 14.07905 -13.30864 -24.05955
N 17.38635 -14.04221 -21.04311
H 17.63710 -16.62972 -20.77772
H 16.41500 -17.22916 -21.89924
H 16.08260 -16.42619 -20.24648
H 17.26395 -15.25789 -22.62225
H 14.75399 -14.17402 -21.60589
H 14.73081 -15.52407 -22.81751
H 13.69674 -14.21796 -24.52332
H 14.14694 -12.47223 -24.75518
H 13.32466 -12.95042 -23.35907
H 17.64355 -13.30778 -21.68697
H 18.33266 -14.38476 -20.95797
C 17.99875 -25.46654 -15.42258
C 19.47384 -25.39372 -15.73169
C 19.68081 -24.16588 -16.61482
O 19.17775 -24.40096 -17.91731
C 18.88193 -23.19024 -18.60634
N 20.13223 -25.12599 -14.43779
H 17.60286 -24.51267 -15.07403
H 17.68868 -26.24793 -14.72876
H 17.51675 -25.48596 -16.40003
H 19.87443 -26.27979 -16.22413
H 20.69737 -23.77499 -16.65858
H 19.09049 -23.37425 -16.15335
H 17.98066 -22.73016 -18.20121
H 18.55428 -23.30351 -19.63974
H 19.77637 -22.56804 -18.63719
H 19.74563 -24.28367 -14.03637
H 19.77406 -25.87420 -13.86161
C 12.72323 -19.55423 -13.02445
C 13.55081 -20.03119 -14.14911
C 13.99766 -18.86419 -15.05195
O 15.09526 -18.21794 -14.50414
C 15.62641 -17.14535 -15.21762
N 14.66813 -20.75995 -13.63068
H 11.88031 -18.99499 -13.43044
H 13.24391 -18.99328 -12.24836
H 12.31987 -20.35650 -12.40657
H 13.07416 -20.71400 -14.85244
H 13.18931 -18.14241 -15.16908
H 14.10711 -19.21549 -16.07797
H 16.06629 -17.32697 -16.19824
H 16.40540 -16.70236 -14.59709
H 14.81181 -16.42206 -15.25484
H 15.21333 -19.98200 -13.28769
H 15.29418 -20.94631 -14.40103
C 14.07617 -24.30409 -12.00699
C 14.40647 -24.87070 -13.43054
C 13.27700 -25.32017 -14.32133
O 12.46283 -26.29230 -13.73387
C 11.40505 -26.65542 -14.55350
N 15.08231 -23.79298 -14.11104
H 14.93760 -24.22070 -11.34435
H 13.28398 -24.79534 -11.44201
H 13.73669 -23.26841 -11.99179
H 15.01519 -25.77279 -13.36886
H 13.65909 -25.81582 -15.21377
H 12.67200 -24.47427 -14.64771
H 10.66052 -27.17739 -13.95240
H 11.69236 -27.45654 -15.23450
H 10.89483 -25.87560 -15.11888
H 14.68314 -22.86836 -14.03466
H 15.92790 -23.76507 -13.55941
C 16.93317 -21.71231 -24.68433
C 15.74516 -22.58039 -24.43208
C 15.99045 -23.50392 -23.24127
O 14.72165 -23.98126 -22.68888
C 14.75446 -25.24359 -22.04456
N 14.57163 -21.72837 -24.26553
H 17.65752 -22.46184 -25.00310
H 17.19543 -21.13118 -23.80024
H 16.87817 -20.94501 -25.45655
H 15.62415 -23.24153 -25.29019
H 16.36132 -22.79604 -22.50001
H 16.84711 -24.16293 -23.38247
H 15.55669 -25.86477 -22.44290
H 13.82525 -25.81322 -22.05834
H 14.97533 -25.07619 -20.99038
H 14.84096 -20.82558 -23.90150
H 14.29084 -21.43217 -25.18939
```

=====

Entry from OMol25: C21H28BrN3P2PdSe2 as an isolated structure at a distorted geometry (wB97M-V/def2-TZVPD).

As for the LUMO energy (alpha / beta): -5.77 / -6.76 eV. Its spin multiplicity is 3. The value obtained for the largest force on an atom is 0.077 Eh/bohr. The orbital gap (alpha / beta) is 0.269 / 0.281 Ha. As for the expectation value of S²: 2.01. As for the molecular weight: 728.67 u. As for the charge: +2. The calculated total energy is -9168.244182 a.u. The HOMO energy (alpha / beta) is -13.09 / -14.41 eV.

The geometry in XYZ format:
```
58
C21H28BrN3P2PdSe2 (wB97M-V/def2-TZVPD)
Pd -0.20137 0.17802 0.29068
C 3.20605 1.36704 0.48446
P 1.60858 1.34187 1.34693
C 1.33419 3.12307 1.55628
C 1.88596 0.60978 2.98126
C 0.54873 0.14706 3.61868
P -0.43080 -0.96091 2.52819
C 0.22178 -2.65449 2.90252
C -2.04817 -0.96273 3.27867
H 3.53661 2.42019 0.57346
H 3.09042 1.25400 -0.59715
H 3.98293 0.63163 0.74097
H 2.18793 3.60663 2.16511
H 0.38638 3.29080 2.03818
H 1.35696 3.67757 0.59346
H 2.45741 1.21920 3.67443
H 2.41471 -0.30959 2.75014
H 0.01233 1.03681 3.94747
H 0.68566 -0.25837 4.62247
H 0.39784 -2.78424 3.98173
H 1.18971 -2.79027 2.34467
H -0.47171 -3.42374 2.52486
H -2.01894 -1.27225 4.31217
H -2.72566 -1.55682 2.64784
H -2.39510 0.07992 3.21525
Se -1.83690 2.12473 0.75702
Se -3.89436 1.09216 0.56768
C -3.40356 -0.45763 -0.54432
C -4.46412 -1.24443 -0.90455
C -4.28251 -2.21543 -1.87242
C -2.96506 -2.42279 -2.31045
C -1.94342 -1.76603 -1.67768
N -2.14678 -0.71470 -0.82410
C -1.46987 2.49308 -1.14172
C -2.21866 3.36660 -1.85895
C -1.92124 3.45969 -3.19478
C -0.85087 2.71670 -3.68143
C -0.15567 1.82776 -2.84857
N -0.48928 1.66748 -1.57700
H -5.42551 -0.99116 -0.52001
H -5.09769 -2.88839 -2.15705
H -2.72924 -3.18175 -3.03715
H -0.90032 -2.01544 -1.90291
H -3.13467 3.79537 -1.38603
H -2.49513 3.98346 -3.92246
H -0.49692 2.71716 -4.68947
H 0.50946 1.17881 -3.26039
Br 5.01750 -3.12245 0.27451
C 3.69247 -2.29013 -0.75272
C 3.85507 -2.15758 -2.12844
C 2.77629 -1.45331 -2.78051
C 1.64024 -1.08528 -2.08701
N 1.51387 -1.25390 -0.75345
C 2.53738 -1.79903 -0.11038
H 4.68707 -2.41616 -2.71482
H 2.77107 -1.38111 -3.85733
H 0.69599 -0.75869 -2.59961
H 2.41292 -1.81778 0.97380
```